ORCA calculation (ωB97M-V with the def2-TZVPD basis set) on a structure of composition C8H7N3O.

Atoms and positions in Å:
1 C 1.2385 1.2139 -0.6770
2 C -0.9488 1.6008 -1.2429
3 C -0.3371 -0.5284 0.2155
4 C -0.5186 -1.7202 -0.3965
5 C -0.7991 -2.7413 0.4685
6 C -0.9154 -2.6409 1.7998
7 C -0.7332 -1.4226 2.4048
8 C -0.3988 -0.3320 1.7369
9 H 1.7277 2.8197 -2.1815
10 H -1.8525 1.6454 -1.3635
11 H -0.5883 -1.9708 -1.3940
12 H -1.0145 -3.6457 -0.1501
13 H -1.3678 -3.7643 2.6031
14 H -0.5520 -1.1358 3.7526
15 H -0.0554 0.5092 1.9440
16 N 1.0731 2.2909 -1.5006
17 N -0.2812 2.4894 -1.9176
18 N -0.0071 0.7118 -0.5485
19 O 2.3354 0.8152 -0.1623

As for the calculated total energy: -14921.920 eV. The gap between HOMO and LUMO comes out at 9.8 eV. For the energy above the lowest of the compared OMol25 structures with the same formula, charge and spin, the calculation gives 142.7 kcal per mole. The calculation puts the LUMO energy at 0.62 eV.